1.
This record from the OMol25 dataset describes a molecular structure, C26H45ClN4O2S. The level of theory is the ωB97M-V functional and the def2-TZVPD basis.

Computed properties:
- DFT total energy: -2245.56321 hartree
- Kohn-Sham gap: 0.2787 Eh
- Highest occupied orbital energy: -0.301 hartree

XYZ file:
```
79
Properties=species:S:1:pos:R:3:forces:R:3
C 0.120800 -3.781995 -0.998550 0.1 -0.2 0.2
C -0.885843 -3.764304 0.158627 0.2 -0.3 -0.4
N -1.589707 -2.485011 0.267956 -0.7 -0.3 -0.1
C -2.356068 -2.363371 1.524334 0.2 0.0 0.1
C -1.469393 -2.488439 2.766487 0.2 0.1 0.0
C -0.107411 -1.829494 2.699237 -0.2 -0.1 0.0
C 0.967723 -2.575951 3.060603 0.0 -0.2 0.0
C 2.262798 -2.022015 2.995421 0.1 0.2 0.0
N 3.408722 -2.629671 3.309589 0.0 -0.2 0.1
S 4.569267 -1.563766 3.058756 0.1 0.3 -0.1
N 3.722598 -0.295080 2.552415 0.2 -0.1 0.1
C 2.443081 -0.680957 2.552819 0.0 -0.2 0.1
C 1.324374 0.113029 2.177284 0.5 0.4 0.0
C 1.555195 1.494083 1.640877 -0.1 -0.1 -0.2
C 1.493686 1.483056 0.107867 0.1 0.2 -0.1
C 2.682093 0.764319 -0.548221 0.0 0.1 -0.5
C 2.327585 -0.639466 -1.077544 0.0 -0.2 0.4
C 3.310826 -1.741338 -0.669707 0.1 0.1 -0.3
C 4.465639 -1.954559 -1.657665 0.1 -0.3 0.4
C 5.708441 -2.523184 -0.981158 -0.3 0.0 0.1
O 6.566749 -1.458336 -0.633262 0.1 0.1 -0.1
C 7.665771 -1.855711 0.160091 0.0 0.1 0.0
C 0.108387 -0.469434 2.286235 -0.4 -0.3 0.0
Cl -1.268479 0.513879 1.897463 -0.2 0.1 0.1
C -2.397517 -2.235678 -0.863955 0.2 0.1 0.0
C -3.019203 -0.862381 -0.954748 -0.2 -0.1 0.0
O -2.525791 -3.049875 -1.753050 0.1 0.2 0.1
H 0.334091 -2.772941 -1.345842 0.0 0.0 0.0
H 1.059169 -4.228880 -0.667530 0.0 0.0 0.0
H -0.242421 -4.376047 -1.831632 -0.1 0.1 -0.1
H -1.593846 -4.589537 0.025476 -0.1 0.0 0.1
H -0.349361 -3.954015 1.081357 0.0 0.2 0.1
H -2.874008 -1.414108 1.550911 0.0 0.0 -0.2
H -3.124658 -3.146061 1.572588 0.0 -0.1 0.0
H -2.006668 -2.111372 3.639442 -0.2 0.1 -0.1
H -1.286823 -3.544244 2.957226 0.0 0.0 0.1
H 0.853351 -3.600247 3.387139 0.0 -0.1 0.0
H 0.815560 2.195585 2.023428 0.0 0.0 0.1
H 2.548057 1.815185 1.950269 0.0 0.1 0.1
H 1.425164 2.516649 -0.236486 0.1 0.0 0.0
H 0.576004 0.994043 -0.223247 -0.1 0.1 0.1
H 3.031079 1.381028 -1.378619 0.1 0.0 0.0
H 3.527372 0.702615 0.139625 -0.1 0.0 0.1
H 1.344514 -0.914756 -0.685519 0.0 0.0 0.0
H 2.222841 -0.627403 -2.163900 0.0 0.0 -0.1
H 2.763314 -2.680997 -0.575424 0.1 0.0 0.1
H 3.737065 -1.507219 0.308842 -0.1 0.0 0.0
H 4.742204 -1.015476 -2.135772 0.0 0.0 -0.1
H 4.155552 -2.676383 -2.414162 -0.1 0.2 -0.2
H 5.408233 -3.066316 -0.073684 0.0 -0.1 0.0
H 6.215056 -3.245807 -1.631507 0.2 0.1 0.0
H 7.481133 -1.629836 1.213779 0.0 -0.1 0.1
H 8.545964 -1.301016 -0.161372 0.0 0.0 0.0
H 7.870885 -2.922851 0.055446 0.0 -0.1 0.0
H -3.761551 -0.700266 -0.174010 0.0 0.0 0.0
H -3.522462 -0.778221 -1.913036 0.1 0.0 -0.1
H -2.258844 -0.089455 -0.858236 0.0 0.0 0.0
C -3.616589 3.070937 1.191661 -0.1 0.0 0.0
C -4.423555 3.861104 0.173868 0.0 -0.1 0.0
N -3.585956 4.548298 -0.790846 0.0 0.0 0.0
C -4.299053 5.537348 -1.579202 0.0 0.1 0.0
C -5.402736 5.052128 -2.527242 0.0 0.0 0.0
C -2.643007 3.710635 -1.512364 0.1 -0.1 0.0
C -3.201277 2.536640 -2.328089 0.1 0.0 0.0
H -2.872802 3.706450 1.674027 0.0 0.0 0.0
H -4.278391 2.672214 1.962146 0.0 0.0 0.0
H -3.102932 2.224921 0.733274 0.0 0.0 0.0
H -5.001432 4.623153 0.703512 0.0 0.0 -0.1
H -5.158460 3.187736 -0.296775 0.0 0.0 0.0
H -3.561898 6.106688 -2.151820 0.0 0.0 0.0
H -4.740714 6.250531 -0.876164 0.0 0.0 0.0
H -4.998513 4.558296 -3.409782 0.0 0.0 0.0
H -5.987170 5.906323 -2.874431 0.0 0.0 0.0
H -6.090794 4.364490 -2.034173 0.0 0.0 0.0
H -1.924519 3.313090 -0.790038 0.0 0.0 0.0
H -2.057552 4.360320 -2.167476 0.0 0.0 0.0
H -3.945792 1.969342 -1.766924 0.0 0.0 0.0
H -2.391554 1.850038 -2.584611 0.0 0.0 0.0
H -3.656588 2.860830 -3.262402 -0.1 0.0 0.0
```
Forces are in eV/Å.

***

2.
This record from the OMol25 dataset describes 2 unconnected molecules or ions with the total composition C7H12F3NO3. The level of theory is the ωB97M-V functional and the def2-TZVPD basis.

Computed properties:
- Multiplicity: 2
- DFT total energy: -853.96645 hartree
- Kohn-Sham gap (spin up / spin down): 0.0941 / 0.2748 Eh
- Highest occupied orbital energy (spin up / spin down): 0.015 / -0.168 hartree
- Net charge: -1

XYZ file:
```
26
Properties=species:S:1:pos:R:3:forces:R:3
C 0.091991 0.611835 2.855583 -3.5 0.7 1.2
O 1.042451 0.020755 2.540833 4.7 -2.0 -1.1
N -1.119879 0.353255 2.325033 -0.9 0.2 -0.8
C -2.316539 1.031625 2.813223 0.7 -1.2 -0.2
C -1.307819 -0.721045 1.296633 0.7 1.0 1.1
H 0.084341 1.290245 3.722703 -0.2 0.6 -0.1
H -1.970969 1.738195 3.567833 -0.5 0.2 -0.1
H -2.944569 0.259475 3.257593 -0.3 0.1 0.4
H -2.907179 1.444715 1.995553 0.2 0.5 0.0
H -1.789329 -0.253195 0.437933 -0.3 -0.6 0.0
H -0.345069 -1.119765 0.976883 0.0 0.3 0.1
H -1.814809 -1.535355 1.814273 -0.6 0.0 -0.5
C 1.703091 1.763655 -1.451077 -1.1 -0.3 0.7
C 1.294361 0.435985 -0.731217 1.2 0.7 -1.5
O 1.415371 -0.618355 -1.662247 1.8 0.5 1.9
C 0.370511 -1.044945 -2.401677 -0.1 -2.2 -2.6
O -0.804579 -0.570505 -2.378457 -0.4 0.2 0.3
C 0.837781 -2.250495 -3.289417 -2.3 3.8 3.3
F 0.378711 -2.095835 -4.537867 -0.3 -1.1 -0.8
F 2.151341 -2.374275 -3.338007 0.8 -0.9 -0.2
F 0.279311 -3.435855 -2.747067 0.6 -0.3 -1.2
H 1.433961 2.578315 -0.778757 0.1 0.3 0.0
H 1.093521 1.863335 -2.349177 0.1 0.0 -0.1
H 2.765091 1.849665 -1.680987 0.0 -0.3 0.0
H 0.309561 0.522225 -0.272037 0.0 0.0 -0.2
H 2.069341 0.256355 0.013923 -0.3 -0.2 0.3
```
Forces are in eV/Å.

***

3.
This record from the OMol25 dataset describes a molecular structure, C36H50AsBF4N2RuS. The level of theory is the ωB97M-V functional and the def2-TZVPD basis.

Computed properties:
- Multiplicity: 5
- DFT total energy: -4664.05232 hartree
- Kohn-Sham gap (spin up / spin down): 0.2245 / 0.1595 Eh
- Highest occupied orbital energy (spin up / spin down): -0.502 / -0.503 hartree
- Net charge: +2

XYZ file:
```
96
Properties=species:S:1:pos:R:3:forces:R:3
Ru -0.165918 -0.126558 0.174019 0.2 0.2 -0.6
C 1.065817 -0.330264 2.189568 -0.2 0.0 0.3
C 0.810816 1.052754 2.192354 0.1 -0.3 0.1
C -0.689178 1.177653 2.094426 -0.3 -0.2 0.4
C -1.209336 -0.128851 2.265664 0.2 0.1 0.3
C -0.152382 -1.083450 2.288994 0.0 0.0 0.0
C -0.275347 -2.526174 2.694941 0.0 -0.1 -0.2
C -0.109129 -2.558475 4.227576 0.0 0.1 0.0
C -1.666198 -3.061487 2.327225 0.0 0.1 0.1
C 0.836492 -3.366271 2.050697 0.0 0.1 0.1
C -1.628280 2.375429 2.203358 -0.1 0.2 -0.2
C -1.410912 2.998703 3.599783 0.1 -0.1 0.0
C -1.456628 3.448230 1.112059 0.0 0.0 0.0
C -3.093855 1.917283 2.133351 0.0 -0.1 0.1
C 1.943765 2.018053 2.480188 0.1 0.2 -0.2
C 2.000831 2.142046 4.025374 -0.1 0.0 0.0
C 3.294230 1.425053 2.029275 -0.1 -0.1 0.0
C 1.819877 3.410971 1.856126 0.0 0.0 0.0
H 2.047797 -0.769492 2.248728 0.0 0.0 -0.2
H -2.249591 -0.374247 2.397937 0.0 0.0 -0.2
H -0.862664 -1.942348 4.722655 0.0 0.0 0.0
H 0.878884 -2.203693 4.528667 0.0 0.0 0.0
H -0.224839 -3.585632 4.574870 0.0 0.0 0.0
H -2.427697 -2.685241 3.013791 0.0 0.0 0.0
H -1.679835 -4.149081 2.394772 0.0 0.0 0.0
H -1.949321 -2.775536 1.314282 0.0 0.0 0.0
H 1.815731 -3.125438 2.468741 0.0 0.0 0.0
H 0.885741 -3.204808 0.973596 0.0 -0.1 0.0
H 0.653426 -4.425324 2.233649 0.0 0.0 0.0
H -0.509438 3.604911 3.643298 0.0 0.0 0.0
H -1.361190 2.234804 4.379605 0.0 0.0 0.0
H -2.258705 3.648351 3.817623 0.0 0.0 0.0
H -0.431567 3.571677 0.777323 0.0 0.0 0.0
H -1.797293 4.409015 1.500151 0.0 0.0 0.0
H -2.077347 3.212344 0.248430 0.0 0.0 0.0
H -3.392936 1.338101 3.009821 0.0 0.0 0.0
H -3.295467 1.331402 1.231601 0.0 0.0 0.0
H -3.727895 2.802474 2.099043 0.0 0.0 0.0
H 2.140863 1.165840 4.495332 0.0 0.0 0.0
H 1.111635 2.604594 4.447961 0.0 0.0 0.0
H 2.860458 2.765023 4.275861 0.0 0.0 0.0
H 3.598827 0.575334 2.642541 0.0 0.0 0.0
H 4.059668 2.190715 2.147279 0.0 0.0 0.0
H 3.280526 1.128173 0.984270 0.0 0.0 0.0
H 0.958965 3.967157 2.218390 0.0 0.0 0.0
H 1.797181 3.353590 0.765669 0.0 0.0 0.0
H 2.706467 3.982773 2.129252 0.0 0.0 0.0
S -2.924092 2.875882 -4.912696 -0.1 0.1 0.2
C -2.336846 2.271949 -3.379892 0.0 0.0 -0.2
C -3.001941 1.183388 -2.794663 0.0 0.0 -0.1
C -2.463797 0.580665 -1.691821 0.1 0.1 0.3
N -1.298332 0.992422 -1.139316 0.0 0.5 -0.2
C -0.697625 2.095646 -1.654964 -0.1 -0.2 -0.1
C -1.187125 2.755047 -2.751138 -0.1 0.1 0.1
C -2.792658 4.640463 -4.649291 -0.1 -0.1 -0.1
C -3.924656 5.306321 -4.203368 0.0 0.1 0.0
C -3.850723 6.689001 -4.070967 0.2 -0.1 0.0
N -2.750885 7.385572 -4.350415 0.0 0.0 0.0
C -1.679577 6.730579 -4.788681 -0.1 0.0 0.1
C -1.647396 5.350452 -4.960536 0.1 0.1 -0.1
H -3.930310 0.818250 -3.212324 0.0 0.0 0.0
H -2.964885 -0.247452 -1.206669 0.0 -0.1 0.0
H 0.230137 2.412306 -1.200137 0.0 -0.1 0.0
H -0.656425 3.618255 -3.128025 0.0 0.0 0.0
H -4.838917 4.771040 -3.983519 0.0 0.0 0.0
H -4.711536 7.253746 -3.733071 0.0 0.0 0.0
H -0.810118 7.332862 -5.024718 0.0 0.0 0.0
H -0.760354 4.866412 -5.350022 -0.1 0.0 0.0
C -1.046492 -1.851657 -3.144545 0.0 0.3 0.0
As -0.244772 -2.188372 -1.417335 0.2 -0.9 -0.2
C -1.224382 -3.806633 -0.979950 -0.1 0.1 0.2
C 1.552874 -2.895825 -1.869073 -0.1 0.1 0.1
C 1.471467 -4.264570 -2.464376 0.1 0.0 -0.1
C 1.709327 -5.383152 -1.671662 0.0 0.0 0.1
C 1.743688 -6.650432 -2.231439 -0.1 0.0 0.1
C 1.502002 -6.816143 -3.587527 0.0 0.0 0.0
C 1.251848 -5.709642 -4.385860 0.0 0.0 0.0
C 1.243926 -4.439797 -3.827944 0.0 0.1 -0.1
H -0.824059 -2.736977 -3.737572 0.0 0.0 0.0
H -0.618142 -0.967190 -3.609253 0.0 0.0 0.0
H -2.125074 -1.751821 -3.058227 0.0 0.0 0.0
H -1.154672 -4.446522 -1.857443 0.0 0.0 0.0
H -2.270273 -3.579704 -0.779103 0.0 0.0 0.0
H -0.794494 -4.318343 -0.123545 0.0 0.0 0.0
H 2.127301 -2.887161 -0.947441 0.1 0.0 0.0
H 1.986706 -2.164829 -2.547462 0.0 0.0 0.0
H 1.891760 -5.255160 -0.609051 0.1 0.0 0.0
H 1.972149 -7.510824 -1.616082 0.0 0.0 0.0
H 1.526509 -7.805368 -4.025159 0.0 0.0 0.0
H 1.088079 -5.836337 -5.448356 0.0 0.0 0.0
H 1.110673 -3.572153 -4.465282 0.0 0.0 0.0
F 2.068393 -0.461558 -0.408283 -0.2 0.1 0.3
B 2.264543 0.412943 -1.590762 -0.1 0.1 -0.4
F 3.389125 0.061386 -2.239812 -0.1 0.1 0.2
F 2.203431 1.720654 -1.108411 0.1 -0.2 0.0
F 1.086270 0.153294 -2.362627 0.2 0.1 0.1
```
Forces are in eV/Å.

***

| no. | M (u) |
| --- | --- |
| 1 | 513.192 |
| 2 | 215.171 |
| 3 | 805.673 |